Entry 1:
This record from the Open Molecules 2025 dataset describes 5 unconnected molecules or ions with the total composition C35H45BO3S. The level of theory is ωB97M-V/def2-TZVPD.

Last column: Löwdin charge in e.
Element x y z (Å)
C -3.3595 3.0604 3.8239  0.12
C -2.7860 3.1904 2.7837  -0.13
C -2.0563 3.1541 1.5143  -0.14
C -1.3096 1.8220 1.3327  -0.38
C -1.0117 1.6105 -0.1707  -0.40
S -1.9390 0.2708 -0.9590  0.90
C -1.5857 -1.2616 -0.0802  -0.54
C -2.5310 -1.5631 1.0929  -0.16
O -0.1566 1.9474 2.1378  -0.10
C 0.7530 0.8737 2.1084  -0.13
C 1.6108 0.9282 3.4234  -0.23
O 1.0655 1.8098 4.3801  -0.15
C 1.5903 3.1224 4.3538  -0.08
B 1.7209 -0.5250 4.0847  -0.43
C 2.7241 -1.5639 3.4555  0.01
O 0.9790 -0.8320 5.2070  0.15
H -3.8676 2.8956 4.7492  0.03
H -2.7392 3.3470 0.6902  0.10
H -1.2865 3.9280 1.5639  0.13
H -1.9623 1.0343 1.7132  0.12
H 0.0569 1.5324 -0.3656  0.08
H -1.3435 2.4880 -0.7243  0.07
H -0.5537 -1.3437 0.2589  0.05
H -1.7267 -2.0540 -0.8161  0.06
H -2.6197 -2.6385 1.2422  0.07
H -2.1820 -1.1102 2.0195  0.05
H -3.5161 -1.1600 0.8660  0.07
H 1.4417 1.0239 1.2706  0.13
H 0.2593 -0.0945 1.9698  0.11
H 2.6335 1.2106 3.1476  0.14
H 1.0142 3.7394 3.6555  0.08
H 2.6353 3.1449 4.0404  0.09
H 1.4570 3.5472 5.3458  0.09
H 2.5772 -1.6262 2.3735  0.04
H 3.7511 -1.2552 3.6594  0.07
H 2.5718 -2.5717 3.8421  0.07
H 0.0416 -0.9005 4.9964  0.11
C 0.4896 -6.1705 -0.7597  -0.09
C 1.4990 -5.4870 -1.4242  -0.09
C 1.9616 -4.2780 -0.9241  -0.10
C 1.4215 -3.7562 0.2423  -0.11
C 0.4158 -4.4414 0.9095  -0.10
C -0.0531 -5.6472 0.4064  -0.09
H 0.1260 -7.1122 -1.1498  0.10
H 1.9252 -5.8970 -2.3308  0.10
H 2.7442 -3.7387 -1.4426  0.09
H 1.7862 -2.8135 0.6305  0.08
H -0.0048 -4.0346 1.8213  0.10
H -0.8412 -6.1796 0.9230  0.10
C -4.8156 4.8084 -1.2372  -0.10
C -5.0727 5.1835 0.0748  -0.10
C -5.4336 6.4919 0.3631  -0.09
C -5.5455 7.4224 -0.6605  -0.10
C -5.2918 7.0462 -1.9723  -0.10
C -4.9236 5.7396 -2.2607  -0.10
H -4.5316 3.7874 -1.4628  0.10
H -4.9891 4.4530 0.8705  0.09
H -5.6282 6.7860 1.3864  0.10
H -5.8309 8.4419 -0.4355  0.10
H -5.3808 7.7720 -2.7703  0.10
H -4.7217 5.4468 -3.2830  0.10
C -0.3017 -2.5343 -5.8949  -0.10
C -1.0545 -1.7308 -6.7404  -0.10
C -1.8003 -0.6822 -6.2197  -0.10
C -1.7877 -0.4327 -4.8539  -0.09
C -1.0337 -1.2327 -4.0085  -0.11
C -0.2931 -2.2864 -4.5290  -0.09
H 0.2778 -3.3537 -6.3010  0.10
H -1.0603 -1.9222 -7.8058  0.10
H -2.3914 -0.0592 -6.8788  0.10
H -2.3662 0.3868 -4.4454  0.10
H -1.0298 -1.0270 -2.9430  0.02
H 0.2918 -2.9147 -3.8680  0.09
C 5.6271 -3.3133 -0.9246  -0.10
C 6.6422 -2.6226 -1.5717  -0.09
C 7.0875 -1.4085 -1.0670  -0.10
C 6.5221 -0.8885 0.0889  -0.09
C 5.5077 -1.5807 0.7361  -0.09
C 5.0584 -2.7910 0.2292  -0.10
H 5.2793 -4.2603 -1.3182  0.10
H 7.0873 -3.0311 -2.4697  0.10
H 7.8762 -0.8681 -1.5743  0.10
H 6.8720 0.0561 0.4850  0.10
H 5.0684 -1.1780 1.6391  0.08
H 4.2660 -3.3286 0.7347  0.09

The maximum force is 0.929 eV/A. Its energy relative to the best compared isomer or geometry (same formula, charge and spin) is 0.000 eV. Its highest occupied orbital energy is -8.75 eV. Its charge is 0.

=====

Entry 2:
This record from the Open Molecules 2025 dataset describes a molecular structure, ClF2O4Sr4. The level of theory is ωB97M-V/def2-TZVPD.

Last column: Löwdin charge in e.
Element x y z (Å)
Sr 1.7728 -0.5602 1.2605  1.96
Sr -1.3500 0.1677 1.3445  1.94
Sr -0.2038 -1.8089 -1.5474  2.05
Sr -0.4823 -3.0513 1.3885  1.98
F -1.4332 -2.5881 -0.2571  -0.89
F 0.0225 -1.1553 0.3090  -1.35
Cl 0.3569 1.7666 -0.4682  0.69
O 0.4637 2.4887 -1.7350  -0.10
O 1.6486 1.4866 0.0733  -0.40
O -0.4490 2.7103 0.2763  -0.19
O -0.3462 0.5440 -0.6443  -0.68

The maximum force is 16.738 eV/A. Its energy relative to the best compared isomer or geometry (same formula, charge and spin) is 11.778 eV. Its highest occupied orbital energy is -27.81 eV. Its charge is +5.

=====

Entry 3:
This record from the Open Molecules 2025 dataset describes a molecular structure, C3H8ClNO. The level of theory is ωB97M-V/def2-TZVPD.

Last column: Löwdin charge in e.
Element x y z (Å)
C 0.8487 -1.2987 0.6894  -0.15
C 0.9299 0.7227 -0.7990  -0.23
C -1.2745 0.3403 0.4959  -0.69
N 0.5704 0.1452 0.4166  -0.25
O -1.5785 1.6289 0.3909  0.00
Cl -1.9670 -0.7272 -0.7163  0.66
H 0.0570 -1.6739 1.5185  0.11
H 0.5407 -1.7906 -0.2791  0.05
H 1.9449 -1.5306 0.9460  0.09
H 0.3102 0.3519 -1.7292  0.08
H 0.7309 1.8496 -0.5350  0.11
H 1.9565 0.4352 -1.2189  0.10
H -1.5615 -0.1783 1.3645  0.06
H -1.5078 1.7255 -0.5444  0.07

The maximum force is 4.801 eV/A. Its energy relative to the best compared isomer or geometry (same formula, charge and spin) is 3.402 eV. Its highest occupied orbital energy is -8.51 eV. Its charge is 0.

=====

Entry 4:
This record from the Open Molecules 2025 dataset describes 2 unconnected molecules or ions with the total composition CH6NS. The level of theory is ωB97M-V/def2-TZVPD.

Last column: Löwdin charge in e.
Element x y z (Å)
S 1.0467 2.3610 0.4593  -0.40
H 1.2369 1.1647 0.9323  -0.57
C -0.9747 -2.7996 -0.2527  -0.29
N -1.0140 -1.5100 -0.8034  -0.09
H -0.3436 -3.4363 -0.7338  0.01
H -1.9651 -3.3451 -0.4608  0.09
H -0.6849 -2.9350 0.8767  0.09
H -1.8060 -0.9896 -0.3641  0.07
H -0.2383 -0.8666 -0.4596  0.08

The maximum force is 4.118 eV/A. Its energy relative to the best compared isomer or geometry (same formula, charge and spin) is 0.683 eV. Its highest occupied orbital energy is -2.47 eV. Its charge is -1.

=====

Entry 5:
This record from the Open Molecules 2025 dataset describes 2 unconnected molecules or ions with the total composition C51H66N3. The level of theory is ωB97M-V/def2-TZVPD.

Last column: Löwdin charge in e.
Element x y z (Å)
C -6.0964 -3.4645 3.6433  -0.13
C -6.8425 -2.1187 3.7142  -0.14
C -5.7805 -1.0255 3.8776  -0.11
N -4.4926 -1.7046 3.7121  -0.07
C -3.3306 -1.0665 3.7826  -0.02
C -2.0744 -1.6901 3.6209  -0.04
C -0.9062 -1.0841 4.0468  0.01
C 0.3799 -1.7169 4.1046  -0.21
C 1.3567 -1.2823 5.0406  -0.01
C 2.5436 -1.9852 5.2110  -0.05
C 2.8076 -3.1229 4.4296  -0.04
C 1.8743 -3.5401 3.4681  -0.06
C 0.6815 -2.8400 3.2904  -0.02
C -4.5910 -3.1478 3.5900  -0.12
H -6.3011 -4.0659 4.5343  0.12
H -6.3932 -4.0361 2.7579  0.12
H -7.4051 -1.9448 2.7921  0.12
H -7.5394 -2.0888 4.5561  0.12
H -5.9057 -0.2213 3.1333  0.13
H -5.8461 -0.5570 4.8762  0.14
H -3.3850 -0.0038 4.0610  0.15
H -2.0445 -2.7178 3.2427  0.11
H -1.0158 -0.1466 4.5943  0.11
H 1.1381 -0.3944 5.6382  0.12
H 3.2726 -1.6503 5.9545  0.12
H 3.7373 -3.6767 4.5656  0.12
H 2.0790 -4.4199 2.8506  0.12
H -0.0429 -3.1548 2.5368  0.11
H -4.0466 -3.6549 4.4052  0.14
H -4.1519 -3.4937 2.6412  0.14
C 2.1985 4.0252 -0.5920  -0.04
C 2.0388 3.7650 0.8958  -0.53
C 3.2737 2.9997 1.3831  -0.04
C 1.9908 5.1291 1.5959  -0.04
C 0.7718 2.9693 1.2930  -0.10
C 0.6273 2.7030 2.6572  -0.04
C -0.4291 1.9324 3.1263  -0.07
C -1.4174 1.5000 2.2439  -0.05
C -1.4932 2.0237 0.9507  -0.05
C -2.8780 2.1705 0.2560  -0.52
C -3.1181 1.2586 -0.9411  -0.05
C -3.0671 3.6348 -0.1476  -0.03
C -4.0134 1.8243 1.2248  -0.08
C -0.2386 2.5013 0.4251  -0.07
N 0.1153 2.1511 -0.9123  0.02
C 0.9973 1.1026 -1.1815  -0.23
C 1.7193 0.4245 -0.2089  -0.05
C 2.7747 -0.5217 -0.5224  -0.23
C 3.6916 -0.2475 -1.5657  -0.04
C 4.5160 -1.2478 -2.0647  -0.08
C 4.5216 -2.5115 -1.4602  -0.10
C 3.7283 -2.7515 -0.3336  -0.10
C 2.8970 -1.7514 0.1682  -0.05
N 0.7041 0.6902 -2.4674  0.05
C 1.1527 -0.5000 -3.1214  -0.09
C 0.8125 -1.7744 -2.5916  -0.07
C -0.4137 -2.1121 -1.6645  -0.50
C -0.2338 -3.5113 -1.0701  -0.07
C -1.6494 -2.0767 -2.5683  -0.03
C -0.6771 -1.2172 -0.4680  -0.07
C 1.4757 -2.8785 -3.1497  -0.05
C 2.0134 -2.8121 -4.4284  -0.05
C 2.0974 -1.5787 -5.0531  -0.04
C 1.8540 -0.3920 -4.3454  -0.08
C 2.4288 0.8811 -5.0389  -0.52
C 3.8785 0.5868 -5.4608  -0.05
C 2.4894 2.1691 -4.2270  -0.05
C 1.6098 1.1525 -6.3058  -0.04
C -0.1911 1.5970 -3.0324  -0.06
C -0.5258 2.4959 -2.0916  -0.07
H 1.3243 4.5221 -1.0213  0.09
H 3.0689 4.6783 -0.7406  0.10
H 2.4047 3.0978 -1.1311  0.07
H 3.2504 2.8419 2.4649  0.08
H 3.3204 2.0198 0.8988  0.07
H 4.1833 3.5581 1.1341  0.09
H 1.9051 5.0247 2.6820  0.08
H 2.8995 5.7026 1.3739  0.09
H 1.1272 5.7007 1.2367  0.09
H 1.3761 3.0679 3.3642  0.11
H -0.4797 1.6973 4.1899  0.09
H -2.1471 0.7634 2.5875  0.06
H -2.8875 0.2142 -0.7083  0.07
H -4.1836 1.3124 -1.2074  0.09
H -2.5689 1.5573 -1.8357  0.06
H -3.0429 4.2617 0.7517  0.10
H -2.2804 3.9875 -0.8152  0.06
H -4.0363 3.7581 -0.6471  0.10
H -3.9443 2.3919 2.1579  0.09
H -4.9719 2.0768 0.7540  0.09
H -4.0393 0.7520 1.4471  0.07
H 1.4151 0.5961 0.8227  0.12
H 3.7274 0.7715 -1.9552  0.10
H 5.1606 -1.0413 -2.9204  0.10
H 5.1669 -3.2942 -1.8609  0.10
H 3.7608 -3.7240 0.1629  0.10
H 2.3169 -1.8944 1.0833  0.09
H 0.7213 -3.5780 -0.5329  0.08
H -1.0332 -3.7208 -0.3500  0.08
H -0.2801 -4.2823 -1.8451  0.08
H -1.7976 -1.0750 -2.9930  0.08
H -1.5176 -2.7790 -3.4024  0.10
H -2.5491 -2.3578 -2.0046  0.09
H -0.8433 -0.1789 -0.7499  0.06
H -1.5944 -1.5414 0.0522  0.08
H 0.1354 -1.2720 0.2639  0.07
H 1.5273 -3.8314 -2.6234  0.11
H 2.3344 -3.7250 -4.9367  0.12
H 2.4457 -1.5329 -6.0861  0.11
H 3.9360 -0.1998 -6.2184  0.08
H 4.3332 1.4892 -5.8872  0.09
H 4.4736 0.2755 -4.5946  0.08
H 1.5389 2.7087 -4.2177  0.07
H 2.8514 2.0032 -3.2097  0.06
H 3.2153 2.8420 -4.7060  0.09
H 0.5698 1.3878 -6.0497  0.08
H 2.0326 2.0075 -6.8488  0.10
H 1.6063 0.2822 -6.9699  0.08
H -0.4949 1.5172 -4.0660  0.13
H -1.1480 3.3741 -2.1701  0.12

The maximum force is 2.444 eV/A. Its highest occupied orbital energy is -8.01 eV. Its charge is +1.

=====

Entry 6:
This record from the Open Molecules 2025 dataset describes a single C2H2N2O molecule. The level of theory is ωB97M-V/def2-TZVPD.

Last column: Löwdin charge in e.
Element x y z (Å)
O 0.1589 -2.3706 0.0755  0.06
C 0.2444 -1.3289 -0.5218  -0.28
C 0.7421 -0.0769 0.0613  0.04
N 0.1154 0.8249 0.5315  -0.12
N -0.4648 1.7575 1.0872  0.11
H -0.0377 -1.2145 -1.5867  0.12
H -0.7583 2.4085 0.3530  0.08

The maximum force is 0.615 eV/A. Its energy relative to the best compared isomer or geometry (same formula, charge and spin) is 3.239 eV. Its highest occupied orbital energy is -9.67 eV. Its charge is 0.